Here is a molecular structure, C30H34GaN5O4S2 from the OMol25 dataset. Energies are from ωB97M-V with the def2-TZVPD basis set.

Structure (XYZ):
```
76
Properties=species:S:1:pos:R:3:mulliken_charge:R:1
H -1.24 -4.04 -2.66 0.46
C -2.09 5.24 -2.13 -1.62
H 1.62 -3.09 5.38 0.45
C 4.19 -0.27 0.56 0.37
H -0.44 -2.22 6.43 0.41
H -1.51 -5.35 0.71 0.21
C 5.08 2.09 -2.22 -0.60
H 2.48 -2.75 0.92 0.25
H -1.77 -5.23 -1.49 0.42
H 2.65 -2.26 -1.21 0.37
H 5.81 0.28 -1.35 0.46
C 1.45 -1.84 3.65 -0.02
C -1.07 -4.40 -1.65 -1.14
C 3.13 3.01 -1.16 -0.83
C 3.09 1.95 -0.24 0.88
C -1.80 1.82 1.09 -1.95
H -3.90 4.16 2.39 0.39
C 4.07 0.95 -0.33 0.29
C 4.10 3.08 -2.13 -0.56
O 5.28 -0.76 0.77 -0.69
H -1.30 -1.31 0.79 -0.38
Ga 1.36 -0.12 1.22 0.54
H 2.37 3.78 -1.08 0.48
C -0.12 -1.84 5.47 -0.78
H 1.33 -3.55 -2.91 0.39
C -1.80 2.20 -0.26 0.58
H -3.91 4.82 0.04 0.41
H -1.75 -0.45 5.29 0.43
C -0.85 -0.85 4.84 -0.63
C -3.32 3.60 1.66 -1.44
O 3.09 -0.82 1.01 -0.54
C -2.58 3.79 -2.09 2.03
C 1.68 -2.71 -0.97 0.21
H -1.47 -2.19 2.22 0.24
C -2.53 2.51 2.04 0.91
H 0.53 -5.32 -0.53 0.28
C -0.42 -0.36 3.60 0.75
C -3.32 3.97 0.33 -0.37
O 0.44 -0.71 -0.37 0.11
C 0.74 -0.85 2.97 0.18
S -2.25 1.82 3.61 -0.35
H -4.70 4.33 -2.04 0.33
C 0.67 -1.59 -1.28 -0.22
H -1.72 3.35 -4.01 0.45
H 5.85 2.14 -2.98 0.39
H 2.37 -2.22 3.21 0.43
H 1.56 -4.08 0.57 0.30
H -2.10 5.61 -3.16 0.45
H -1.07 5.31 -1.74 0.33
N -1.63 -2.17 1.22 -0.10
N -1.45 -3.29 -0.78 -0.03
H -2.00 1.91 -3.03 0.40
C -1.19 0.66 2.87 0.20
H 2.42 -4.49 -1.89 0.39
C -1.49 -3.31 0.54 0.92
C -2.56 3.29 -0.64 0.44
S 1.81 2.06 0.98 -0.52
H 4.10 3.91 -2.83 0.37
C 1.03 -2.33 4.88 -0.81
H -1.45 -4.49 2.21 0.20
C 0.37 -4.90 -1.53 -0.51
N 1.64 -3.08 0.44 -0.34
C 5.05 1.05 -1.32 -0.73
H -1.19 1.64 -0.94 0.59
H -1.41 -2.38 -1.22 0.25
C 1.49 -3.92 -1.89 -1.05
C -4.02 3.72 -2.63 -1.68
H -0.64 2.98 -2.67 0.36
H -4.05 4.07 -3.66 0.45
H -4.39 2.69 -2.61 0.37
C -1.68 2.95 -2.99 -2.04
O 0.07 -1.58 -2.36 -0.71
H 0.44 -5.75 -2.21 0.41
N -1.43 -4.48 1.20 -0.35
N -1.06 0.76 1.59 0.13
H -2.72 5.90 -1.53 0.34
```

Calculated values
HOMO = -0.275 Ha
Maximum force = 0.24 eV/Å
Energy relative to the best compared isomer or geometry (same formula, charge and spin) = 17.89 kJ/mol
E_tot = -4459.7074 hartree
Total charge = 0